1:
{
  "formula": "C8H11N2",
  "method": "wB97M-V/def2-TZVPD",
  "elements": ["C", "C", "C", "C", "C", "C", "C", "C", "N", "N", "H", "H", "H", "H", "H", "H", "H", "H", "H", "H", "H"],
  "xyz": [[-1.0616, 1.1205, -0.6150], [-0.5708, -0.2781, -0.3241], [-1.9155, 0.6511, 0.7309], [-0.3091, 2.2126, 0.0514], [-1.0049, 1.6993, 1.2963], [1.8989, -2.2521, -1.2042], [2.0584, -1.9336, 0.2644], [1.5375, -0.8907, -0.6822], [-2.5105, 1.2508, -0.4227], [-1.4404, -0.6940, 0.5298], [0.7465, 2.2309, -0.0233], [-0.6442, 3.1595, -0.3105], [-1.5966, 2.4538, 1.6647], [-0.3802, 1.3005, 2.1092], [2.7223, -2.2612, -1.9718], [1.1594, -2.9119, -1.6048], [1.3243, -2.4453, 0.8304], [3.0756, -1.6922, 0.5352], [1.9049, 0.1003, -0.6138], [-3.1308, 0.7436, -1.0187], [-1.8632, -1.5639, 0.7788]],
  "mulliken_charge": [0.80, -0.50, 0.34, -0.77, -0.60, -0.48, -0.45, -0.04, -0.43, -0.02, 0.32, 0.28, 0.35, 0.33, 0.24, 0.26, 0.25, 0.27, 0.35, 0.29, 0.22],
  "charge": 1
}



2:
{
  "formula": "C8H11N2",
  "method": "wB97M-V/def2-TZVPD",
  "elements": ["C", "C", "C", "N", "C", "C", "N", "C", "C", "C", "H", "H", "H", "H", "H", "H", "H", "H", "H", "H", "H"],
  "xyz": [[1.2938, 1.9992, -0.3734], [0.5444, 1.1475, 0.3296], [-0.5035, -0.0194, 0.0983], [-1.7995, 0.1571, 0.1052], [-3.0067, -0.5343, -0.2289], [-2.9184, 0.9738, 0.0289], [0.1162, -1.2076, 0.1460], [1.5453, -1.4983, 0.1766], [2.4414, -0.3654, -0.3560], [2.0374, 0.8853, 0.3268], [1.3509, 2.9634, -0.8772], [-3.3264, -1.0772, 0.6068], [-2.9723, -0.7407, -1.2831], [-2.8933, 1.8318, -0.7394], [-3.2003, 1.4100, 0.9502], [-0.4597, -2.0150, 0.3630], [1.5617, -2.3565, -0.3286], [1.9455, -1.5945, 1.1307], [3.5113, -0.7631, -0.0438], [2.2579, -0.1816, -1.3676], [2.4744, 0.9855, 1.3359]],
  "mulliken_charge": [-0.39, -0.14, 0.47, -0.01, -0.56, -0.28, -0.22, -0.73, -0.63, -0.14, 0.39, 0.36, 0.31, 0.24, 0.27, 0.25, 0.47, 0.35, 0.28, 0.38, 0.32],
  "charge": 1,
  "smiles": "C1=C2C(=[N+]3CC3)NCC[C@@H]12"
}



What should be chosen as the least stable of them? Choose 1.



1:
{
  "formula": "C2H5FOS2",
  "method": "wB97M-V/def2-TZVPD",
  "elements": ["C", "C", "O", "F", "S", "S", "H", "H", "H", "H", "H"],
  "xyz": [[0.6040, 0.4983, -0.1932], [0.6148, -1.8800, -0.1186], [1.2825, -0.7554, -0.3134], [-4.1039, 1.0463, -0.1739], [-1.0085, -1.9845, 0.1086], [-2.9783, -0.1204, -0.1737], [-0.4122, 0.2450, -0.4264], [1.1151, 1.2659, -0.7692], [0.4510, 0.7838, 0.8893], [1.3261, -2.6807, -0.1310], [-2.9848, -0.5863, 1.0288]],
  "mulliken_charge": [-0.33, 0.13, -0.26, -0.27, -0.32, 0.05, 0.00, 0.25, 0.27, 0.36, 0.12]
}



2:
{
  "formula": "C2H5FOS2",
  "method": "wB97M-V/def2-TZVPD",
  "elements": ["C", "O", "C", "S", "H", "H", "H", "H", "F", "S", "H"],
  "xyz": [[0.8081, 0.3241, -1.2080], [1.4487, -0.9260, -1.0010], [1.1080, -1.6566, 0.0264], [-0.0126, -1.3187, 1.1609], [-0.1888, 0.3252, -0.7596], [0.7429, 0.4788, -2.2844], [1.4057, 1.1147, -0.7568], [1.6698, -2.5851, 0.0565], [-3.3028, 2.1206, 1.4224], [-2.2319, 0.8794, 1.1599], [-1.4470, 1.2435, 2.1836]],
  "mulliken_charge": [-0.44, -0.25, 0.13, -0.31, 0.13, 0.22, 0.27, 0.33, -0.29, 0.06, 0.15],
  "smiles": "COC=S.FS"
}



What should be chosen as the least stable of them? Choose 1.



1:
{
  "formula": "C3H7BO2",
  "method": "wB97M-V/def2-TZVPD",
  "elements": ["C", "C", "C", "B", "O", "O", "H", "H", "H", "H", "H", "H", "H"],
  "xyz": [[-1.2195, 1.3744, -0.6087], [-0.6132, 0.3420, -0.1115], [-1.3617, -0.7925, 0.4566], [1.3321, 0.0623, 0.0461], [1.5711, -1.2211, -0.5410], [2.2338, 0.8122, 0.6539], [-2.2665, 1.3251, -0.7237], [-0.7293, 2.2173, -1.1564], [-0.7801, -1.5692, -0.0658], [-1.3960, -0.9063, 1.5533], [-2.3553, -0.7936, 0.1846], [2.4460, -1.4924, -0.2443], [3.1386, 0.6417, 0.5570]],
  "mulliken_charge": [-0.86, 0.35, -1.09, 0.52, -0.53, -0.40, 0.31, 0.24, 0.27, 0.23, 0.41, 0.27, 0.29],
  "smiles": "C=C(C)B(O)O"
}



2:
{
  "formula": "C3H7BO2",
  "method": "wB97M-V/def2-TZVPD",
  "elements": ["B", "C", "C", "C", "O", "O", "H", "H", "H", "H", "H", "H", "H"],
  "xyz": [[1.5251, -0.0490, -0.5764], [-0.8130, 1.3241, -0.1649], [-1.3167, 0.0108, 0.2981], [-0.2183, -1.1889, 0.6786], [0.9734, -1.0302, 0.0834], [2.7860, 0.0058, -1.0969], [-0.1541, 1.8846, 0.5035], [-1.0798, 1.6915, -1.0693], [-1.9887, 0.2074, 1.1024], [-2.0092, -0.3996, -0.5272], [-0.2173, -1.3168, 1.7335], [-0.6414, -2.0734, 0.2381], [3.1539, 0.9335, -1.2030]],
  "mulliken_charge": [0.37, -1.03, -0.32, -0.36, -0.25, -0.54, 0.32, 0.35, 0.38, 0.22, 0.28, 0.23, 0.34]
}



What should be chosen as the least stable of them? Choose 2.